No. 1
{"formula": "C15H33Br12OP2", "method": "ωB97M-V/def2-TZVPD", "elements": ["C", "C", "P", "P", "C", "O", "H", "H", "H", "H", "H", "H", "H", "H", "H", "Br", "C", "C", "Br", "H", "H", "H", "H", "Br", "C", "C", "Br", "H", "H", "H", "H", "Br", "C", "C", "Br", "H", "H", "H", "H", "Br", "C", "C", "Br", "H", "H", "H", "H", "Br", "C", "C", "Br", "H", "H", "H", "H", "Br", "C", "C", "Br", "H", "H", "H", "H"], "coordinates": [[-2.6415, 5.9341, 2.8433], [-1.5156, 6.0263, 2.1167], [-1.0719, 4.5706, 1.1273], [-0.3715, 2.8211, 2.2947], [-1.9704, 1.9770, 2.7044], [0.2708, 3.3507, 3.7070], [-2.7052, 5.1237, 3.5635], [-3.4533, 6.6271, 2.6702], [-0.8963, 6.9143, 2.0964], [-2.2652, 4.2008, 0.4883], [-0.1384, 4.9213, 0.1383], [-2.6927, 2.7200, 3.0331], [-2.3138, 1.5779, 1.7505], [-1.8032, 1.1865, 3.4235], [1.1184, 2.8949, 3.8234], [0.2224, 1.7448, -1.2274], [2.1455, 1.7541, -1.4947], [2.8221, 2.6308, -0.4779], [2.5849, 4.5243, -0.8891], [2.3186, 2.0663, -2.5205], [2.4628, 0.7193, -1.3747], [3.8974, 2.4669, -0.4834], [2.4387, 2.4794, 0.5259], [-3.2470, -0.2110, -1.3155], [-3.0519, -1.9645, -0.4983], [-2.9097, -1.8469, 0.9923], [-1.1395, -1.1816, 1.4658], [-2.1925, -2.4278, -0.9719], [-3.9494, -2.5226, -0.7553], [-3.0016, -2.8255, 1.4579], [-3.6247, -1.1631, 1.4393], [3.3124, -2.0445, -0.9074], [3.9183, -2.4045, 0.9087], [2.8969, -1.9687, 1.9221], [2.9006, -0.0319, 2.1390], [4.8757, -1.9071, 1.0255], [4.0660, -3.4803, 0.9535], [3.1363, -2.3684, 2.9050], [1.8843, -2.2539, 1.6537], [-2.7001, 3.9393, -2.5170], [-1.5610, 4.9980, -3.6977], [-1.2524, 4.2700, -4.9792], [0.0819, 2.8842, -4.7012], [-0.6688, 5.2481, -3.1321], [-2.1283, 5.9039, -3.9002], [-0.8137, 4.9530, -5.7031], [-2.1209, 3.7895, -5.4177], [-5.8571, -5.0009, -0.2712], [-5.4819, -6.3632, 1.0693], [-4.6939, -5.7989, 2.2194], [-2.8229, -5.5432, 1.7428], [-4.9699, -7.1738, 0.5617], [-6.4566, -6.7070, 1.4081], [-4.6834, -6.4948, 3.0553], [-5.0690, -4.8379, 2.5562], [6.2950, -5.0852, -0.1374], [5.8056, -5.0299, -2.0220], [6.8652, -4.3533, -2.8480], [6.8162, -2.4188, -2.6376], [4.8411, -4.5358, -2.0836], [5.6991, -6.0711, -2.3186], [6.6891, -4.5292, -3.9069], [7.8701, -4.6725, -2.5921]], "mulliken_charge": [-0.58, -0.30, 0.29, 0.48, -0.91, -0.50, 0.30, 0.28, 0.37, 0.11, 0.03, 0.36, 0.16, 0.36, 0.37, 0.08, 0.02, -0.36, -0.19, 0.37, -0.22, 0.42, 0.00, -0.18, -0.30, -0.21, -0.10, 0.38, 0.14, -0.11, 0.38, -0.14, -0.54, -0.43, -0.14, 0.41, 0.23, 0.38, 0.23, -0.15, -0.50, -0.62, -0.12, 0.29, 0.38, 0.36, 0.38, -0.13, -0.55, -0.61, -0.13, 0.38, 0.34, 0.36, 0.38, -0.14, -0.48, -0.58, -0.14, 0.26, 0.36, 0.35, 0.38], "e_tot_ha": -32237.15137, "orbital_gap_ev": 7.52, "total_charge": 1, "e_lumo_ev": -3.99}


No. 2
{"formula": "C8H7N3", "method": "ωB97M-V/def2-TZVPD", "elements": ["C", "C", "C", "C", "C", "C", "C", "C", "N", "N", "N", "H", "H", "H", "H", "H", "H", "H"], "coordinates": [[1.6526, 1.5659, 0.0009], [2.6633, 0.7564, -0.2047], [0.6070, 2.2604, 0.0575], [-0.5528, 1.3940, 0.1192], [1.0225, -1.7174, 0.0672], [3.1578, -0.4299, -0.0512], [-1.9076, 2.0103, 0.1064], [-1.2446, -2.1281, -0.0847], [-0.7055, 0.0833, -0.0270], [2.1734, -1.4174, 0.0821], [-0.1384, -1.1344, 0.0825], [4.1652, -0.5758, -0.2265], [-2.5310, 1.2572, -0.4342], [-2.0776, 2.0576, 1.2023], [-1.8413, 3.0757, -0.2497], [-1.0019, -2.9619, 0.4820], [-2.0512, -1.6836, 0.2891], [-1.3899, -2.4124, -1.2113]], "mulliken_charge": [0.85, -0.29, -1.49, 1.13, 0.44, -0.47, -1.06, -0.98, -0.45, -0.09, 0.12, 0.41, 0.33, 0.23, 0.30, 0.40, 0.36, 0.25], "e_tot_ha": -472.93262, "orbital_gap_ev": [5.50, 5.84], "e_lumo_ev": [-1.96, -1.77]}


No. 3
{"formula": "C3H11O5P", "method": "ωB97M-V/def2-TZVPD", "elements": ["O", "C", "C", "H", "H", "H", "H", "H", "H", "O", "O", "O", "O", "C", "P", "H", "H", "H", "H", "H"], "coordinates": [[-1.7606, -2.1335, 2.3667], [-1.6357, -3.0178, 1.2708], [-2.7903, -1.1940, 2.1312], [-0.8235, -3.7272, 1.5028], [-1.3790, -2.4806, 0.3423], [-2.5640, -3.5890, 1.1016], [-2.5830, -0.5788, 1.2395], [-3.7680, -1.6872, 1.9988], [-2.8471, -0.5308, 3.0107], [-0.4403, -0.4744, 0.3196], [0.1927, -1.0501, 2.7696], [1.8909, 0.0700, 1.3157], [-0.0551, 1.3198, 2.1778], [-0.0790, 2.4734, 1.3268], [0.3125, -0.0722, 1.5188], [-0.6457, -1.5812, 2.6986], [2.1921, -0.5224, 0.5752], [-0.4675, 3.3183, 1.9200], [-0.7368, 2.3245, 0.4540], [0.9309, 2.7316, 0.9663]], "mulliken_charge": [-0.39, -0.70, -0.71, 0.26, 0.31, 0.31, 0.31, 0.32, 0.26, -0.66, -0.64, -0.52, -0.24, -0.66, 0.90, 0.70, 0.35, 0.23, 0.30, 0.28], "e_tot_ha": -838.54846, "orbital_gap_ev": 11.17, "e_lumo_ev": 0.79}


No. 4
{"formula": "C3H18B3OSn", "method": "ωB97M-V/def2-TZVPD", "elements": ["Sn", "B", "H", "H", "H", "H", "B", "H", "H", "H", "H", "B", "H", "H", "H", "H", "C", "C", "O", "C", "H", "H", "H", "H", "H", "H"], "coordinates": [[-9.9898, -17.4362, 9.1892], [-8.6964, -15.8209, 6.5951], [-9.6443, -16.3148, 6.4473], [-8.0265, -16.3648, 7.2430], [-8.1453, -15.7299, 5.6720], [-8.9566, -14.8548, 6.9990], [-10.0814, -19.3588, 6.6537], [-9.2277, -19.4601, 7.3056], [-9.9158, -19.9448, 5.7629], [-10.9279, -19.6742, 7.2438], [-10.1812, -18.3075, 6.4322], [-6.9560, -18.5401, 9.0384], [-6.0197, -19.0248, 9.2680], [-7.4039, -18.0884, 9.9099], [-6.7861, -17.8149, 8.2577], [-7.6284, -19.2911, 8.6536], [-8.4116, -18.0182, 13.8579], [-8.8738, -18.9925, 12.8256], [-9.4000, -18.6554, 11.7689], [-8.8038, -20.4697, 13.1013], [-7.5920, -17.3954, 13.4994], [-8.2106, -18.4159, 14.8527], [-9.2705, -17.3908, 14.0964], [-9.7909, -20.7248, 13.4869], [-8.0350, -20.6169, 13.8598], [-8.5991, -21.0086, 12.1762]], "mulliken_charge": [0.26, 0.46, -0.34, -0.45, -0.23, -0.25, 0.44, -0.41, -0.22, -0.27, -0.31, 0.70, -0.23, -0.50, -0.33, -0.32, -1.10, 0.76, -0.46, -1.06, 0.28, 0.36, 0.30, 0.26, 0.37, 0.31], "s2": 0.753, "e_tot_ha": -488.77047, "orbital_gap_ev": [3.78, 5.61], "total_charge": -2, "multiplicity": 2, "e_lumo_ev": [4.47, 4.46]}


No. 5
{"formula": "C9H10O4S", "method": "ωB97M-V/def2-TZVPD", "elements": ["O", "C", "O", "H", "C", "C", "C", "C", "C", "C", "H", "H", "H", "H", "S", "O", "C", "H", "H", "C", "O", "H", "H", "H"], "coordinates": [[-0.4106, -3.0537, -0.9979], [-0.1209, -2.1783, -0.3012], [0.6158, -2.2260, 0.7982], [0.9698, -3.2040, 0.7809], [-0.9650, -1.0273, -0.4653], [-0.4880, 0.2087, -0.8065], [-1.2385, 1.3526, -0.7394], [-2.4433, 1.5537, -0.4901], [-3.0327, 0.4231, 0.1049], [-2.2336, -0.8369, 0.2138], [-2.7686, -1.4807, 0.6699], [-4.0773, 0.5330, 0.5180], [-2.9585, 2.2741, -0.5076], [-0.6875, 2.4408, -1.3267], [1.2103, 0.1786, -1.7337], [1.5976, -1.2036, -1.1863], [2.1087, 1.1252, -0.2985], [2.9396, 1.5890, -0.7624], [1.5177, 2.2301, -0.1983], [2.4028, 0.5675, 1.0343], [1.2865, 0.3114, 1.6725], [0.7834, -0.4205, 1.6776], [3.1559, 1.2221, 1.5415], [2.8363, -0.3788, 0.8023]], "mulliken_charge": [-0.52, 0.55, -0.48, 0.35, 0.00, 0.84, -0.38, -0.98, -0.33, -0.93, 0.68, 0.31, 0.88, 0.00, 0.33, -0.56, -0.72, 0.58, 0.25, -0.40, -0.54, 0.41, 0.36, 0.29], "e_tot_ha": -1047.83077, "orbital_gap_ev": 9.74, "e_lumo_ev": 0.51}


No. 6
{"formula": "C2H3NO2S", "method": "ωB97M-V/def2-TZVPD", "elements": ["C", "C", "S", "N", "O", "O", "H", "H", "H"], "coordinates": [[0.8026, -0.2495, -1.3001], [1.0525, 0.4163, -0.2795], [0.2927, -0.0660, 1.7204], [-1.3405, -0.1036, 1.3315], [-1.5443, 0.1076, 0.1657], [-2.2466, -0.3382, 2.1155], [1.1966, 0.0566, -2.2278], [0.1639, -1.1252, -1.3553], [1.6230, 1.3020, -0.1704]], "mulliken_charge": [-0.35, -0.31, -0.06, 0.91, -0.51, -0.56, 0.26, 0.26, 0.37], "e_tot_ha": -681.23330, "orbital_gap_ev": 10.30, "smiles": "C=CS[N+](=O)[O-]", "e_lumo_ev": -0.04}


No. 7
{"formula": "C7H14INO2S", "method": "ωB97M-V/def2-TZVPD", "elements": ["C", "C", "C", "C", "C", "C", "C", "N", "O", "O", "S", "I", "H", "H", "H", "H", "H", "H", "H", "H", "H", "H", "H", "H", "H", "H"], "coordinates": [[0.1479, -1.4128, -0.0704], [2.3497, -0.0954, -0.9528], [-0.5925, -0.1502, 0.2232], [-0.1069, -2.3220, -1.2007], [-1.5394, -0.5129, 1.3935], [-1.4283, 0.3742, -0.9472], [-0.0514, 1.9214, 1.5272], [0.4005, 0.8300, 0.6932], [0.9266, 1.9332, -1.6080], [2.4579, 2.2045, 0.2911], [1.5579, 1.3660, -0.4444], [3.9141, -0.7095, 0.2297], [0.7209, -1.7946, 0.7614], [2.4189, -0.2737, -2.0082], [0.7835, -2.9122, -1.4106], [-0.4139, -1.7826, -2.0921], [-0.9041, -3.0309, -0.9499], [-2.1613, 0.3399, 1.6509], [-0.9722, -0.8234, 2.2652], [-2.1898, -1.3290, 1.0884], [-0.7824, 0.6709, -1.7664], [-1.9839, 1.2513, -0.6238], [-2.1382, -0.3733, -1.2892], [-0.3295, 1.5600, 2.5177], [0.8001, 2.5887, 1.6321], [-0.8843, 2.4823, 1.0901]], "mulliken_charge": [-0.67, -0.79, 1.68, -1.44, -1.93, -1.96, -0.96, 0.07, -0.69, -0.67, 1.24, 0.12, 0.62, 0.53, 0.39, 0.37, 0.35, 0.47, 0.44, 0.45, 0.49, 0.40, 0.48, 0.32, 0.42, 0.30], "e_tot_ha": -1176.10196, "orbital_gap_ev": [8.44, 6.81], "e_lumo_ev": [-0.14, -1.23]}


No. 8
{"formula": "C3H21N3O7", "method": "ωB97M-V/def2-TZVPD", "elements": ["N", "C", "N", "C", "C", "N", "O", "H", "H", "H", "H", "H", "H", "H", "H", "H", "O", "H", "H", "O", "H", "H", "O", "H", "H", "O", "H", "H", "O", "H", "H", "O", "H", "H"], "coordinates": [[-1.8098, 1.0823, -1.9678], [-1.1265, -0.1884, -1.7369], [-0.1576, -0.0976, -0.6272], [-0.7870, 0.5637, 0.5023], [-0.2685, 0.1443, 1.9185], [0.2172, -1.1197, 2.0679], [-0.6075, 0.8813, 2.8189], [-2.6112, 1.0066, -2.5826], [-1.2671, 1.8691, -2.2949], [-0.5308, -0.6756, -2.5973], [-1.8645, -0.9554, -1.5053], [0.6307, 0.4787, -0.9222], [-1.8899, 0.5133, 0.4909], [-0.5767, 1.6434, 0.5858], [0.4906, -1.4149, 2.9957], [0.1378, -1.8473, 1.3753], [2.9204, 0.0219, -2.7128], [3.6619, -0.5753, -2.5710], [2.9940, 0.3023, -3.6310], [3.0478, -0.1174, 0.5774], [3.4475, -0.8706, 0.1309], [2.1476, -0.4079, 0.7810], [1.8359, 1.8427, -0.9177], [2.2070, 1.4526, -0.1083], [2.5671, 1.8382, -1.5397], [-2.5674, -2.6648, 1.8778], [-1.8914, -1.9773, 1.8086], [-2.3950, -3.1868, 1.0858], [-3.6024, 2.9517, 0.2157], [-3.4345, 2.0059, 0.2859], [-2.8284, 3.2900, 0.6885], [1.8875, -2.8876, -0.7203], [1.7380, -3.3541, -1.5518], [1.5769, -1.9919, -0.9699]], "mulliken_charge": [-0.37, -0.67, 0.12, -0.36, 0.35, -0.36, -0.62, 0.22, 0.17, 0.28, 0.39, 0.14, 0.24, 0.18, 0.18, 0.24, -0.55, 0.29, 0.27, -0.69, 0.30, 0.32, -0.68, 0.37, 0.28, -0.69, 0.30, 0.31, -0.64, 0.34, 0.33, -0.64, 0.31, 0.33], "e_tot_ha": -817.84206, "orbital_gap_ev": 9.26, "smiles": "NCNCC(N)=O.O.O.O.O.O.O", "e_lumo_ev": -0.14}


no.,molecular weight (g mol⁻¹)
1,1250.2
2,145.2
3,158.1
4,221.3
5,214.2
6,105.1
7,303.2
8,211.2